The following is a DFT calculation (wB97M-V/def2-TZVPD) of a cluster of 13 separate species, C85H199N13O6 in total in a non-equilibrium geometry.

XYZ file:
```
303
Properties=species:S:1:pos:R:3:lowdin_charge:R:1
C 1.20887 1.74542 6.48422 -0.063
C 2.19003 2.95125 6.55991 -0.255
N 2.03980 3.91557 5.48800 -0.197
C 2.33626 3.43210 4.15983 -0.242
C 3.70751 2.74760 3.98635 -0.073
C 2.75131 5.08297 5.87862 -0.274
C 2.47797 6.36311 5.03875 -0.072
H 0.28829 2.16329 6.13608 0.064
H 1.09693 1.19208 7.44342 0.088
H 1.51719 1.16413 5.65470 0.030
H 1.94497 3.41825 7.45038 0.082
H 3.24412 2.55738 6.58444 0.123
H 1.56289 2.84828 3.67189 0.079
H 2.39596 4.34382 3.54940 0.092
H 4.46593 3.28386 4.52678 0.049
H 3.84120 1.69831 4.38759 0.059
H 4.06131 2.86298 2.90769 0.085
H 3.86814 4.81169 6.03306 0.137
H 2.49502 5.31389 6.87494 0.087
H 2.86273 7.27025 5.51192 0.072
H 1.44932 6.49167 4.65512 0.063
H 3.11016 6.33095 4.10318 0.055
C 4.11508 -0.44661 -3.02201 -0.048
C 4.93454 0.42351 -2.04416 -0.226
N 5.04837 -0.08701 -0.69533 -0.244
C 5.75134 0.80025 0.12947 -0.280
C 5.75175 0.36406 1.59984 -0.076
C 5.50066 -1.52808 -0.56916 -0.191
C 7.00532 -1.71137 -0.91929 -0.063
H 4.52271 -1.41786 -3.28203 0.057
H 3.94383 0.02091 -3.98401 0.053
H 3.14320 -0.60432 -2.49115 0.073
H 5.94883 0.68309 -2.42038 0.123
H 4.47553 1.38994 -1.83032 0.100
H 6.75310 0.94922 -0.26603 0.107
H 5.23582 1.76895 0.03707 0.118
H 6.10136 -0.65732 1.83625 0.059
H 6.33733 1.00728 2.33390 0.101
H 4.69725 0.30792 1.94987 0.054
H 4.92093 -2.10752 -1.29805 0.093
H 5.27972 -1.87119 0.43592 0.075
H 7.37319 -2.65868 -0.60333 0.053
H 7.62200 -0.97572 -0.39520 0.059
H 7.22064 -1.56005 -2.04596 0.104
C -2.10022 -6.10495 0.45186 -0.080
C -3.46941 -5.99007 1.15554 -0.259
N -3.90343 -4.70889 1.63393 -0.205
C -3.81273 -3.63206 0.64390 -0.214
C -3.83083 -2.21488 1.26838 -0.058
C -5.26201 -4.76989 2.27705 -0.217
C -5.19437 -5.32562 3.69694 -0.073
H -1.38025 -5.45656 0.95788 0.050
H -2.12534 -5.88223 -0.63310 0.076
H -1.73939 -7.10415 0.54643 0.064
H -4.28384 -6.53709 0.56235 0.137
H -3.37750 -6.58283 2.05789 0.079
H -2.84656 -3.84702 0.21816 0.083
H -4.59874 -3.77094 -0.13952 0.129
H -2.99179 -2.08119 1.95516 0.061
H -3.71831 -1.48481 0.49487 0.024
H -4.74831 -2.02067 1.88307 0.076
H -5.99563 -5.38829 1.74298 0.112
H -5.66846 -3.76855 2.26129 0.088
H -6.20007 -5.45181 4.10568 0.075
H -4.66154 -4.63296 4.37180 0.056
H -4.64554 -6.24033 3.80079 0.054
C 5.03502 -4.84837 6.01870 -0.076
C 5.19694 -4.17525 4.64244 -0.257
N 4.01333 -3.50809 4.14980 -0.191
C 3.51670 -2.37632 4.88362 -0.272
C 4.22635 -1.03580 4.86871 -0.073
C 4.21687 -3.11017 2.72126 -0.238
C 3.73191 -4.21835 1.79315 -0.068
H 5.39121 -4.19106 6.82098 0.070
H 5.57689 -5.78527 6.03432 0.063
H 3.99925 -5.10908 6.23136 0.061
H 6.08791 -3.52659 4.66084 0.114
H 5.26926 -4.95397 3.88446 0.102
H 3.33868 -2.70562 5.90953 0.112
H 2.51391 -2.30677 4.43704 0.101
H 3.76116 -0.19685 5.48687 0.080
H 4.42557 -0.62299 3.88277 0.030
H 5.23920 -1.12273 5.29169 0.077
H 3.61822 -2.20698 2.56841 0.093
H 5.26340 -2.84615 2.56644 0.101
H 4.16602 -5.19004 2.07027 0.072
H 2.62671 -4.30010 1.72822 0.068
H 4.02709 -4.05442 0.76052 0.044
C -2.92350 -6.34557 -6.55436 -0.086
C -2.22883 -5.15427 -5.96576 -0.260
N -2.91433 -4.65823 -4.76410 -0.188
C -2.00062 -3.90282 -3.92670 -0.239
C -1.50608 -2.51423 -4.46710 -0.045
C -4.15001 -3.89988 -4.99194 -0.217
C -5.01801 -3.79439 -3.68459 -0.076
H -3.03792 -7.14257 -5.87616 0.062
H -2.20786 -6.69819 -7.30024 0.077
H -3.84433 -6.19521 -7.02784 0.050
H -1.19909 -5.39554 -5.63100 0.113
H -2.21167 -4.40111 -6.73103 0.105
H -2.49300 -3.87389 -2.94400 0.098
H -1.10820 -4.46724 -3.72316 0.087
H -0.69167 -2.14203 -3.82490 0.053
H -1.03308 -2.61096 -5.42528 0.058
H -2.26205 -1.72205 -4.53148 0.034
H -4.75559 -4.45073 -5.69575 0.103
H -3.98855 -2.88120 -5.31861 0.089
H -5.99027 -3.44666 -4.01654 0.064
H -4.71136 -3.07240 -2.96966 0.017
H -5.03234 -4.76502 -3.15641 0.083
C -4.76723 2.35699 -6.93901 -0.086
C -4.67176 2.49191 -5.46967 -0.277
N -4.93230 1.27452 -4.65080 -0.199
C -6.21851 0.62770 -4.94079 -0.230
C -7.38072 1.67968 -4.79314 -0.076
C -3.88510 0.30316 -4.59702 -0.302
C -2.54796 0.93645 -4.24351 -0.096
H -4.16474 3.16718 -7.31576 0.072
H -5.75576 2.42698 -7.33928 0.060
H -4.32787 1.33342 -7.17116 0.101
H -3.66205 2.76764 -5.21572 0.076
H -5.33976 3.29945 -5.01419 0.126
H -6.27876 0.06527 -5.89856 0.118
H -6.44139 -0.07783 -4.14834 0.086
H -7.43240 1.94595 -3.74595 0.060
H -7.25178 2.59137 -5.39251 0.055
H -8.34335 1.28880 -5.08794 0.062
H -3.80836 -0.12647 -5.64482 0.116
H -4.13383 -0.52732 -3.95054 0.090
H -1.85898 0.31206 -3.63437 0.051
H -2.76724 1.87949 -3.61530 0.097
H -1.94846 1.37083 -5.10818 0.088
C -5.45302 4.74439 -0.93576 -0.083
C -5.47250 3.38512 -0.20528 -0.249
N -6.08792 3.43832 1.12337 -0.198
C -5.20018 4.00102 2.21674 -0.213
C -4.69421 2.87255 3.15827 -0.071
C -7.39419 3.95962 1.28306 -0.327
C -8.09302 3.32574 2.46520 -0.093
H -6.50954 5.17460 -1.06786 0.090
H -5.04801 4.56587 -1.93286 0.061
H -4.91446 5.52734 -0.38516 0.064
H -5.93329 2.59857 -0.82911 0.093
H -4.42423 3.04502 -0.04820 0.119
H -4.33246 4.53997 1.77787 0.104
H -5.79902 4.73524 2.72254 0.094
H -3.81842 3.21915 3.75198 0.076
H -5.46585 2.63628 3.89936 0.059
H -4.51479 2.00585 2.53945 0.054
H -8.04875 3.64640 0.43343 0.128
H -7.52623 5.01630 1.30311 0.099
H -8.09035 2.22856 2.31110 0.081
H -9.13048 3.67898 2.57777 0.078
H -7.60734 3.55605 3.41057 0.058
C 1.71665 -4.82689 -7.03166 -0.074
C 2.08563 -4.72684 -5.56990 -0.261
N 3.26859 -5.46830 -5.15975 -0.221
C 4.08585 -4.93592 -4.12697 -0.244
C 3.36677 -4.88025 -2.73880 -0.063
C 2.95711 -6.89266 -5.02258 -0.249
C 4.21911 -7.79045 -5.07905 -0.083
H 2.43096 -4.54732 -7.79807 0.073
H 0.73534 -4.32428 -7.20064 0.075
H 1.53406 -5.86449 -7.30417 0.057
H 2.35685 -3.72281 -5.35955 0.100
H 1.29742 -4.93478 -4.87345 0.096
H 4.30920 -3.93441 -4.44469 0.100
H 4.93209 -5.59729 -4.05332 0.096
H 4.18903 -4.65288 -1.95073 0.098
H 3.14922 -5.90223 -2.47143 0.053
H 2.50628 -4.24503 -2.76813 0.025
H 2.35878 -6.97571 -4.09562 0.109
H 2.28266 -7.19638 -5.79129 0.089
H 4.71218 -7.94353 -4.05924 0.084
H 3.91185 -8.80147 -5.40435 0.069
H 4.96516 -7.31335 -5.72121 0.073
C -6.53392 -0.09164 0.06569 0.027
N -5.85587 -0.74165 -1.08329 -0.424
O -4.73330 -0.43761 -1.26685 0.066
O -6.55350 -1.44746 -1.86363 0.020
H -5.80028 0.55829 0.56099 0.079
H -7.02560 -0.88075 0.72340 0.124
H -7.27747 0.59980 -0.39830 0.106
C -2.58627 -2.66752 5.74010 -0.054
C -1.35553 -3.53932 5.74624 -0.516
C -1.22721 -4.12720 7.19011 -0.118
C -0.09722 -5.16676 7.23404 -0.202
C -0.38471 -6.19260 6.20908 -0.156
C -0.45449 -5.68190 4.75469 -0.490
N -1.52388 -4.64713 4.75761 -0.036
O -1.54693 -4.06594 3.43368 -0.050
C 0.98589 -5.33606 4.31667 -0.020
C -0.96315 -6.67829 3.72871 -0.040
C -0.21672 -2.57914 5.41932 -0.033
H -3.50346 -3.26406 5.70943 0.074
H -2.60998 -1.88332 4.98857 0.076
H -2.52386 -2.07022 6.66643 0.089
H -1.02857 -3.26224 7.86826 0.123
H -2.24809 -4.53942 7.43171 0.133
H -0.13844 -5.68176 8.20180 0.115
H 0.86374 -4.69390 7.21200 0.098
H -1.40969 -6.60455 6.43478 0.138
H 0.30067 -7.06063 6.30184 0.132
H 1.50493 -4.97527 5.16798 0.041
H 1.52334 -6.22334 4.01236 0.091
H 0.91124 -4.59645 3.53163 0.075
H -1.99870 -7.02891 3.77707 0.083
H -0.80828 -6.24586 2.74476 0.055
H -0.36002 -7.56531 3.75087 0.079
H -0.13117 -1.76591 6.17021 0.106
H -0.32129 -2.23599 4.39503 0.079
H 0.70706 -3.06130 5.40723 0.016
H -2.43026 -4.19523 3.10479 0.046
C 1.91633 8.96272 -0.09608 -0.008
C 2.13245 8.20561 1.26678 -0.519
C 1.67850 8.99113 2.50863 -0.149
C 0.18515 9.11973 2.58262 -0.175
C -0.53780 7.75482 2.60163 -0.142
C -0.11642 6.85183 1.43357 -0.482
N 1.37696 6.95813 1.32978 -0.081
O 1.65786 6.19985 0.16060 -0.079
C -0.43758 5.41494 1.72355 -0.034
C -0.89157 7.47786 0.18225 0.000
C 3.63720 7.93123 1.42542 -0.039
H 2.68602 9.76096 -0.13356 0.094
H 0.96606 9.46206 -0.09735 0.046
H 2.01353 8.26447 -0.89527 0.057
H 2.14509 8.36473 3.30296 0.101
H 2.15469 10.00574 2.50318 0.138
H -0.12997 9.79757 1.78113 0.106
H 0.01141 9.63036 3.54630 0.117
H -1.65985 7.85910 2.62331 0.129
H -0.39657 7.27535 3.60293 0.112
H -0.31102 4.67078 0.95352 0.059
H 0.16201 5.10681 2.68280 0.114
H -1.48731 5.27802 2.05597 0.082
H -0.70834 8.52184 0.01387 0.049
H -0.68793 6.94494 -0.71768 0.063
H -1.94840 7.37598 0.42144 0.077
H 4.15593 8.86466 1.71648 0.092
H 4.18982 7.42316 0.53083 0.112
H 3.79478 7.27279 2.26567 0.049
H 2.45850 5.67895 0.41613 0.114
C 0.20412 -2.28447 0.94108 -0.037
C 0.52788 -1.62487 -0.40071 -0.449
C -0.72706 -1.06758 -1.16015 -0.114
C -1.37642 0.08743 -0.39316 -0.177
C -0.34528 1.17278 -0.20172 -0.133
C 0.91942 0.72103 0.53333 -0.475
N 1.43408 -0.41341 -0.18384 -0.083
O 2.65053 -0.88804 0.32898 -0.081
C 1.93542 1.89493 0.60012 -0.008
C 0.55473 0.46629 2.05686 -0.012
C 1.28310 -2.70683 -1.23492 -0.043
H 1.17138 -2.26507 1.54638 0.093
H -0.64171 -1.81386 1.49349 0.062
H -0.04216 -3.36374 0.76956 0.080
H -0.30264 -0.76062 -2.10819 0.091
H -1.45735 -1.90371 -1.27913 0.123
H -2.27443 0.47663 -0.84238 0.089
H -1.68419 -0.28747 0.59727 0.086
H -0.86409 1.95756 0.36643 0.122
H 0.07166 1.62671 -1.12983 0.107
H 2.78487 1.58306 1.20044 0.063
H 1.49644 2.73018 1.12370 0.066
H 2.21250 2.16594 -0.41766 0.061
H 1.21266 -0.15928 2.57070 0.045
H -0.50533 0.21638 2.28214 0.085
H 0.81187 1.41590 2.58013 0.053
H 1.61121 -2.24496 -2.18787 0.076
H 2.21168 -3.08068 -0.74992 0.069
H 0.54268 -3.52972 -1.26346 0.090
H 3.45892 -0.51656 -0.16572 0.067
C 1.94230 6.22190 -3.78999 -0.009
C 2.75489 5.01849 -3.30691 -0.492
C 1.98367 3.95848 -2.53753 -0.123
C 0.95746 3.20567 -3.48209 -0.158
C 1.71460 2.59286 -4.62326 -0.123
C 2.62135 3.59396 -5.45035 -0.481
N 3.40263 4.30820 -4.44195 -0.111
O 4.38514 5.13348 -5.04880 -0.025
C 3.75783 2.71990 -6.14064 -0.011
C 1.91736 4.39803 -6.51303 -0.038
C 3.84193 5.50580 -2.32154 -0.021
H 1.32980 6.04245 -4.64102 0.049
H 2.54485 7.13033 -3.90253 0.094
H 1.20663 6.43000 -3.00958 0.083
H 2.62461 3.18352 -2.11956 0.084
H 1.43920 4.41494 -1.70214 0.110
H 0.21857 3.91285 -3.88359 0.111
H 0.39280 2.44280 -2.94979 0.081
H 1.01726 2.11270 -5.32661 0.121
H 2.35982 1.81054 -4.18531 0.104
H 3.29572 2.14560 -6.92707 0.078
H 4.55016 3.33580 -6.48911 0.065
H 4.15059 2.13724 -5.33898 0.057
H 2.58252 5.24794 -6.90351 0.111
H 1.86557 3.76898 -7.39041 0.075
H 0.94167 4.77556 -6.27235 0.066
H 4.65209 6.01577 -2.84594 0.080
H 4.30719 4.59783 -1.87291 0.094
H 3.48694 6.14647 -1.53301 0.046
H 3.85025 5.77021 -5.52753 0.069
```

For the molar mass, the calculation gives 1499.61 g mol⁻¹. As for the LUMO energy: 0.005 Ha. The value obtained for the HOMO-LUMO gap is 0.2895 hartree. Its total energy is -123015.8552 eV.